1.
Density functional theory data (the ωB97M-V functional and the def2-TZVPD basis) for a structure of composition C3H8NO4 at a distorted geometry.

Output
- E_LUMO (eV) = 3.5003
- charge = -1

Each line ends with the Löwdin charge.
Element x y z (Å)
C 0.276 -0.304 -1.253  -0.254
C 0.349 1.112 -0.718  -0.060
O 0.478 2.011 -2.214  -0.125
N -0.120 -1.334 -0.298  0.031
C 0.749 -1.409 0.890  -0.782
O 0.162 -1.828 1.912  -0.072
O 1.933 -1.141 0.699  -0.023
H 1.216 -0.559 -1.727  0.114
H -0.477 -0.261 -2.039  0.109
H -0.085 2.155 -1.510  -0.106
H -0.366 1.299 0.089  0.115
H 1.337 1.392 -0.373  0.107
H -0.998 -0.994 0.100  0.085
H -1.680 0.685 1.872  -0.024
H -0.960 -0.680 2.267  -0.003
O -1.815 -0.143 2.305  -0.112

2.
Density functional theory data (the ωB97M-V functional and the def2-TZVPD basis) for an isolated molecule of C6H6O at a distorted geometry.

Output
- E_LUMO (eV) = -0.6893
- charge = 0

Each line ends with the Löwdin charge.
Element x y z (Å)
O 0.138 -1.796 1.737  0.001
C 0.365 -1.150 0.527  -0.327
C -0.832 -0.596 -0.302  -0.059
C -0.035 0.677 -0.518  -0.285
C -0.085 1.737 -1.314  0.072
C 0.964 0.275 0.521  -0.306
C 1.776 1.056 1.191  0.264
H -0.222 -1.167 2.377  0.108
H 0.988 -1.820 -0.072  0.155
H -1.709 -0.431 0.331  0.125
H -1.143 -1.161 -1.184  0.118
H -0.877 1.864 -2.042  0.064
H 0.672 2.511 -1.251  0.069

3.
Density functional theory data (the ωB97M-V functional and the def2-TZVPD basis) for a cluster of 2 separate species, C24H30Cl4F7N4O3S in total at a distorted geometry.

Output
- E_LUMO (eV) = -4.7007
- charge = +1

Each line ends with the Löwdin charge.
Element x y z (Å)
C -5.953 2.578 2.095  -0.080
C -5.142 1.259 1.597  -0.255
O -6.018 0.204 1.125  -0.031
C -5.280 -0.867 0.518  -0.345
O -5.888 -1.749 -0.128  0.068
C -3.675 -0.958 0.606  -0.128
C -3.066 -2.192 -0.242  -0.171
C -1.581 -2.618 0.183  -0.160
C -0.403 -1.737 -0.447  -0.639
S -0.448 0.070 0.078  0.847
C -0.524 -1.684 -2.075  -0.140
C 0.772 -1.065 -2.758  -0.257
C 0.318 0.368 -3.417  -0.200
N 0.496 0.415 -4.900  -0.125
C 1.274 1.697 -5.150  -0.155
N 1.968 -0.811 -1.941  0.104
C 1.981 -1.310 -0.591  -0.176
N 2.887 -0.913 0.350  0.107
C 2.802 -1.577 1.681  -0.029
C 1.572 -1.079 2.609  -0.257
O 0.478 -1.723 2.666  0.026
C 1.642 0.212 3.566  -0.108
C 2.718 0.119 4.713  -0.031
C 2.938 1.235 5.760  -0.040
C 2.000 2.486 5.652  -0.043
C 0.932 2.587 4.511  -0.041
C 0.725 1.453 3.441  -0.006
C 3.847 0.114 -0.082  -0.237
F 3.216 1.336 -0.507  0.087
F 4.686 -0.310 -1.176  0.087
C 4.902 0.602 1.045  -0.195
F 5.534 1.759 0.472  0.091
F 4.301 1.054 2.238  0.100
C 6.090 -0.440 1.340  -0.314
F 7.192 -0.050 0.511  0.095
F 5.812 -1.778 1.003  0.108
F 6.528 -0.248 2.667  0.121
N 0.970 -2.353 -0.237  0.066
H -5.253 3.491 1.973  0.083
H -6.902 2.769 1.492  0.085
H -6.192 2.536 3.225  0.084
H -4.415 1.654 0.786  0.120
H -4.502 0.939 2.508  0.129
H -3.287 -0.002 0.078  0.087
H -3.298 -0.959 1.697  0.129
H -3.746 -3.095 0.007  0.134
H -3.219 -1.987 -1.353  0.116
H -1.425 -3.696 -0.213  0.134
H -1.547 -2.704 1.324  0.122
H -1.171 0.117 1.260  -0.088
H -1.525 -1.233 -2.419  0.114
H -0.581 -2.799 -2.392  0.138
H 1.038 -1.729 -3.667  0.165
H -0.761 0.654 -3.119  0.124
H 0.983 1.175 -2.916  0.114
H -0.446 0.633 -5.289  -0.012
H 0.846 2.589 -4.559  0.089
H 2.376 1.579 -4.862  0.090
H 1.219 1.995 -6.255  0.089
H 2.794 -1.188 -2.455  0.177
H 2.694 -2.727 1.625  0.165
H 3.740 -1.435 2.345  0.135
H 3.380 -0.805 4.782  0.098
H 3.730 1.091 6.563  0.098
H 2.148 3.290 6.452  0.097
H 0.289 3.540 4.536  0.096
H -0.075 1.526 2.639  0.061
H 1.082 -3.169 -0.875  0.155
C -3.717 0.773 -5.939  -2.013
Cl -4.482 1.455 -4.488  0.518
Cl -4.851 0.855 -7.302  0.547
Cl -2.253 1.703 -6.330  0.560
Cl -3.276 -0.922 -5.636  0.514

4.
Density functional theory data (the ωB97M-V functional and the def2-TZVPD basis) for a structure of composition C9H10Br12F2N3O5P2 at a distorted geometry.

Output
- E_LUMO (eV) = -5.5693
- charge = +1

Each line ends with the Löwdin charge.
Element x y z (Å)
O -4.976 -1.042 0.806  0.108
C -4.069 -0.300 0.168  -0.151
F -4.408 0.947 -0.591  0.036
N -2.634 -0.788 0.170  0.075
C -1.907 -0.183 -1.008  -0.217
O -2.375 -0.500 -2.244  -0.475
F -0.704 0.679 -0.969  -0.022
N -2.101 -0.417 1.393  -0.076
C -1.485 -1.308 2.492  0.157
N -1.007 -0.517 3.696  0.110
C -1.380 0.897 3.316  -0.365
P -1.144 2.583 4.178  0.812
P 0.150 3.708 2.761  0.538
O 1.037 2.566 2.049  -0.538
O -0.805 4.421 1.466  -0.280
O 1.224 4.827 3.547  -0.233
C -2.100 1.025 1.851  0.083
H -1.356 -2.484 2.474  0.187
H -0.534 -0.801 4.582  0.179
H -2.419 3.263 4.216  -0.052
H -0.539 3.976 0.587  0.095
H 1.994 4.979 2.892  0.118
H -2.501 1.968 1.278  0.166
C -4.443 -0.878 -5.529  -1.620
Br -3.591 -0.864 -7.277  0.572
Br -6.053 0.215 -5.500  0.564
Br -4.786 -2.688 -4.905  0.547
H -3.737 -0.425 -4.825  -0.061
C 3.994 1.706 -0.122  -1.580
Br 5.033 2.456 -1.586  0.576
Br 2.092 1.664 -0.532  0.606
Br 4.657 -0.041 0.417  0.529
H 4.121 2.375 0.735  -0.024
C -0.082 -2.935 -3.659  -1.504
Br 1.183 -3.369 -2.246  0.552
Br -1.306 -1.520 -3.125  1.003
Br 0.817 -2.520 -5.333  0.585
H -0.686 -3.831 -3.834  -0.020
C 7.379 -3.295 1.737  -1.600
Br 8.418 -2.546 0.274  0.564
Br 5.478 -3.337 1.328  0.509
Br 8.043 -5.042 2.276  0.567
H 7.507 -2.626 2.595  -0.022

5.
Density functional theory data (the ωB97M-V functional and the def2-TZVPD basis) for a structure of composition C14H28BN5NbO3 at a distorted geometry.

Output
- E_LUMO (eV) = 2.0181
- charge = -1

Each line ends with the Löwdin charge.
Element x y z (Å)
C -4.366 -0.164 -2.266  -0.216
C -2.928 -0.854 -2.477  -0.357
C -1.705 -0.168 -1.674  -0.432
Nb -1.855 2.078 -1.373  1.306
N -1.914 4.223 -0.943  -0.155
C -0.812 4.711 -1.502  -0.452
O 0.246 5.113 -2.056  -0.028
B -0.072 1.931 0.118  -0.655
O 0.623 0.624 0.165  -0.069
O 0.392 3.029 0.958  -0.140
C 0.006 2.716 2.351  -0.226
C -1.409 3.459 2.638  -0.102
H -4.496 0.653 -3.076  0.030
H -5.157 -0.972 -2.542  0.056
H -4.552 0.259 -1.222  0.036
H -3.011 -1.944 -2.066  0.036
H -2.635 -0.977 -3.590  0.100
H -1.608 -0.662 -0.642  0.029
H -0.732 -0.404 -2.259  0.047
H -3.090 1.776 -0.052  -0.115
H -3.109 2.306 -2.664  -0.136
H -0.592 2.403 -2.677  -0.095
H 0.112 0.097 0.828  0.042
H -0.193 1.593 2.472  0.114
H 0.833 3.121 3.031  0.121
H -1.490 4.352 1.903  0.078
H -1.486 3.881 3.709  0.066
H -2.310 2.764 2.452  0.066
C 0.924 -3.018 -0.601  -0.080
C 0.367 -2.640 0.738  -0.264
N -0.074 -2.340 1.797  0.110
H 0.144 -3.472 -1.212  0.023
H 1.304 -2.130 -1.110  0.076
H 1.740 -3.733 -0.476  0.070
C 3.627 2.385 0.955  -0.050
C 3.953 1.229 1.854  -0.219
N 4.210 0.316 2.565  0.105
H 4.372 2.459 0.161  0.080
H 2.642 2.242 0.508  0.052
H 3.625 3.313 1.530  0.083
C -4.311 -5.190 -1.245  -0.058
C -3.056 -4.371 -1.189  -0.194
N -2.065 -3.724 -1.144  0.159
H -4.803 -5.183 -0.271  0.078
H -4.991 -4.776 -1.991  0.078
H -4.070 -6.220 -1.515  0.075
C 6.977 -1.541 2.559  -0.082
C 7.909 -1.956 1.458  -0.258
N 8.645 -2.283 0.589  0.088
H 6.437 -2.411 2.936  0.078
H 7.544 -1.092 3.376  0.075
H 6.257 -0.811 2.182  0.026

6.
Density functional theory data (the ωB97M-V functional and the def2-TZVPD basis) for a cluster of 6 separate species, C14H40O6 in total at a distorted geometry.

Output
- E_LUMO (eV) = 0.0177
- charge = 0
- SMILES string = CC(C)O.CC(C)O.CCO.CCO.CCO.CCO

Each line ends with the Löwdin charge.
Element x y z (Å)
C 3.444 -2.132 2.308  -0.097
C 4.307 -3.030 3.182  -0.305
O 5.137 -3.865 2.376  -0.085
H 3.020 -2.594 1.413  0.065
H 3.947 -1.193 2.073  0.067
H 2.484 -1.823 2.750  0.063
H 3.711 -3.689 3.808  0.110
H 4.938 -2.422 3.837  0.106
H 5.701 -3.306 1.834  0.078
C -1.750 2.283 4.538  -0.079
C -2.333 1.981 3.165  -0.296
O -1.323 1.618 2.225  -0.098
H -1.158 3.198 4.430  0.074
H -1.125 1.481 4.918  0.078
H -2.564 2.523 5.223  0.077
H -2.933 2.811 2.781  0.113
H -3.029 1.141 3.208  0.118
H -0.609 2.262 2.258  0.093
C -0.674 1.415 -3.509  -0.087
C -0.261 2.694 -4.281  -0.317
O 1.156 2.795 -4.343  -0.095
H -1.615 1.022 -3.901  0.067
H -0.753 1.702 -2.464  0.056
H 0.058 0.637 -3.717  0.075
H -0.708 3.568 -3.792  0.104
H -0.683 2.715 -5.286  0.103
H 1.417 2.902 -3.407  0.034
C 4.208 2.540 -0.646  -0.075
C 2.735 2.514 -1.041  -0.297
O 2.364 3.595 -1.921  -0.093
H 4.310 1.978 0.291  0.070
H 4.483 3.553 -0.351  0.076
H 4.834 2.047 -1.382  0.076
H 2.112 2.527 -0.138  0.105
H 2.463 1.603 -1.581  0.109
H 2.340 4.367 -1.341  0.095
C -4.212 -0.554 -1.128  -0.047
C -4.168 -2.094 -1.215  -0.494
C -3.259 -2.564 -2.343  -0.060
O -3.781 -2.657 0.020  -0.053
H -3.191 -0.201 -1.293  0.060
H -4.644 -0.238 -0.184  0.077
H -4.797 -0.150 -1.958  0.075
H -5.163 -2.465 -1.470  0.131
H -3.315 -3.650 -2.421  0.079
H -2.222 -2.261 -2.194  0.054
H -3.611 -2.143 -3.289  0.080
H -2.978 -2.237 0.358  0.050
C -0.048 -2.845 0.585  -0.051
C -0.177 -1.312 0.702  -0.492
C 0.030 -0.669 -0.668  -0.046
O -1.445 -1.048 1.271  -0.058
H -0.210 -3.258 1.578  0.086
H 0.889 -3.068 0.074  0.073
H -0.815 -3.264 -0.076  0.073
H 0.641 -1.063 1.396  0.119
H 0.993 -1.002 -1.051  0.084
H 0.086 0.417 -0.565  0.062
H -0.837 -0.958 -1.258  0.056
H -1.422 -0.134 1.614  0.055

| no. | calculated total energy (eV) |
| --- | --- |
| 1 | -12919.954 |
| 2 | -8361.226 |
| 3 | -117408.021 |
| 4 | -888703.234 |
| 5 | -30785.578 |
| 6 | -27450.191 |